The following is a quantum chemistry calculation of C22H37MnNO4P2S as an isolated structure at a distorted geometry, from the OMol25 dataset.

Output
Highest occupied orbital energy (alpha / beta): -5.25 / -5.14 eV
Kohn-Sham gap (alpha / beta): 4.45 / 4.36 eV
Energy: -93823.597 eV

The geometry in ORCA input format:
```
! RIJCOSX wB97M-V def2-TZVPD def2/J DEFGRID3
* xyz 0 4
Mn -0.78564 0.37429 -1.17179
P 3.94095 -0.88630 -2.53995
P -3.60649 0.48117 -0.13653
N -0.57851 1.04796 -2.80992
H 3.39298 -1.16697 -1.26206
C 4.82451 -2.39794 -3.01115
H 5.80782 -2.18336 -3.44642
H 4.24617 -2.96407 -3.75148
H 4.98849 -3.05666 -2.13785
C 5.11038 0.42306 -2.14281
H 6.10305 0.24999 -2.56636
H 5.21302 0.51704 -1.04961
H 4.71925 1.36651 -2.53839
C 2.47989 -0.33929 -3.50191
H 2.75428 0.09346 -4.49647
H 1.88850 0.42448 -2.97315
H 1.82210 -1.20584 -3.66768
C -4.85987 -0.54032 0.60287
H -5.65509 0.05376 1.08237
H -4.39096 -1.19249 1.35380
H -5.32131 -1.17495 -0.16442
C -3.12371 1.77505 1.01082
H -3.99060 1.99105 1.64345
H -2.84007 2.66455 0.43233
H -2.26937 1.46732 1.63419
C -4.05239 1.23705 -1.70427
H -5.09985 1.57859 -1.65157
H -3.90812 0.51312 -2.52893
H -3.36657 2.09001 -1.89693
C -1.03414 0.89566 -4.02584
C -1.91766 -0.53314 -5.82310
C -1.31362 -0.40526 -4.58543
C -1.29595 2.03037 -4.87345
C -1.90713 1.87682 -6.10621
C -2.22203 0.59570 -6.60374
H -2.16105 -1.52166 -6.20692
H -1.06708 -1.28406 -3.98279
H -1.03751 3.02051 -4.48755
H -2.15447 2.74885 -6.71647
H -2.68182 0.47886 -7.58038
C 1.81053 -0.56246 0.58977
O 0.83461 -0.24684 -0.15223
C 2.37532 -1.92771 0.63770
H 2.18530 -2.37111 1.61740
H 3.46472 -1.89683 0.52654
H 1.92336 -2.56103 -0.12324
C 2.37307 0.39020 1.57055
H 2.23259 -0.01358 2.57823
H 1.89308 1.36877 1.50470
H 3.45049 0.49028 1.39222
C 0.22121 1.12147 8.00274
C -0.01620 0.51333 6.65176
C -0.03798 -0.87442 6.49774
C -0.31991 -1.44482 5.25672
C -0.55220 -0.62709 4.15889
C -0.47234 0.75685 4.27278
C -0.22762 1.32278 5.52837
S -0.94591 -1.41933 2.53229
O 0.03632 -2.50053 2.43504
O -2.35119 -1.82818 2.62750
O -2.35520 -0.39992 -0.35794
H -0.55040 0.80618 8.71422
H 1.18787 0.80908 8.41188
H 0.20355 2.20887 7.94305
H 0.14890 -1.51456 7.37326
H -0.35689 -2.53056 5.14684
H -0.60015 1.38278 3.39317
H -0.20529 2.40542 5.65175
*
```


The following is a quantum chemistry calculation of C22H37N2PSiSn as an isolated structure at a distorted geometry, from the OMol25 dataset.

Output
Highest occupied orbital energy (alpha / beta): -14.68 / -14.70 eV
Kohn-Sham gap (alpha / beta): 5.34 / 5.33 eV
Energy: -49375.007 eV

The geometry in ORCA input format:
```
! RIJCOSX wB97M-V def2-TZVPD def2/J DEFGRID3
* xyz 2 1
C -0.08590 1.95156 -4.53113
C 1.12537 1.55084 -3.97218
C 1.17310 0.99177 -2.68901
C -0.01628 0.78865 -1.98059
C -1.23427 1.20100 -2.54403
C -1.27185 1.74689 -3.82668
C 2.51296 0.53049 -2.16562
C 3.00544 1.12113 -0.83821
N 1.92463 1.44866 0.12498
Sn -0.05158 -0.26453 -0.08398
C -2.52726 1.05857 -1.74290
P -2.14129 1.50965 -0.01452
H 2.05867 1.64578 -4.53298
H -2.24378 2.00507 -4.26016
H -0.11202 2.40042 -5.52016
H -2.92580 0.02871 -1.78651
H -3.31811 1.74703 -2.08917
H 2.48379 -0.56979 -2.06083
H 3.28084 0.75512 -2.91794
H 3.68522 0.39480 -0.36559
C -3.42730 0.89732 1.08058
C -2.10645 3.30528 -0.04420
H 3.57057 2.05218 -1.02569
C 1.44039 2.82657 -0.10170
C 2.42791 1.36192 1.51116
H -1.47529 -1.31110 -0.16885
H 2.28923 3.51850 0.04570
H 1.05998 2.94281 -1.12139
H 0.64439 3.06358 0.61927
H 3.17715 2.15786 1.67857
H 1.59908 1.49863 2.21575
H 2.89114 0.38352 1.68583
H -3.12000 3.68304 -0.24985
H -1.77577 3.64846 0.94612
H -1.41757 3.68588 -0.81140
H -4.36378 1.44696 0.89733
H -3.58676 -0.18080 0.94808
H -3.08322 1.08600 2.11001
H -0.24135 0.21213 1.61266
C 0.83610 -2.45591 -3.07996
Si 0.97899 -3.12533 -1.33860
C -0.64736 -3.93910 -0.91382
C 2.41541 -4.31188 -1.23093
N 1.35053 -1.90534 -0.10219
C 1.67364 -2.40066 1.18548
C 0.63129 -2.78718 2.06630
C 0.93653 -3.32456 3.31185
C 2.26962 -3.46445 3.71512
C 3.30099 -3.02237 2.87539
C 3.01715 -2.45483 1.62593
H 0.57970 -3.32445 -3.71009
H 1.77550 -2.04346 -3.47296
H 0.04829 -1.70358 -3.23328
H -0.81919 -4.76420 -1.62245
H -0.64230 -4.36247 0.10025
H -1.50760 -3.26128 -0.98971
H 3.36042 -3.80490 -1.46827
H 2.52321 -4.74410 -0.22773
H 2.30410 -5.14882 -1.93528
H -0.40149 -2.62797 1.75226
H 0.12026 -3.61976 3.97787
H 2.49870 -3.90541 4.68506
H 4.33967 -3.09648 3.20285
H 3.79979 -2.06550 0.97203
*
```